ORCA calculation (ωB97M-V with the def2-TZVPD basis set) on a molecular structure, C40H34BrCl3N5O3PtS.

Output
- Net charge: +3
- Orbital gap (spin up / spin down): 7.078 / 4.404 eV
- E_LUMO (spin up / spin down): -0.2772 / -0.3880 Eh
- Multiplicity: 5
- Total energy: -177290.8741 eV
- Relative energy (zero: lowest compared OMol25 entry of this formula, charge and spin): 18.55 kcal per mole

Atoms and positions in Å:
Pt 1.52320 -0.97460 -0.41227
Br 5.22381 -7.33763 -0.93240
C 4.17600 -5.85707 -1.28396
C 3.00399 -5.99487 -2.06807
C 2.23505 -4.90765 -2.32718
C 2.55952 -3.61159 -1.77472
O 1.77295 -2.65391 -1.96352
C 3.79735 -3.48918 -1.01487
C 4.34061 -2.18373 -0.68863
N 3.68880 -1.08787 -0.80380
C 4.37304 0.14335 -0.90306
C 5.67913 0.26367 -1.30756
C 6.28856 1.52888 -1.40026
C 5.58186 2.66100 -1.11565
C 4.21766 2.57267 -0.75270
C 3.42714 3.70445 -0.46374
C 2.11383 3.53674 -0.13176
C 1.57281 2.24443 -0.11433
N 2.27858 1.16411 -0.38327
C 3.60332 1.30689 -0.67235
C 4.57052 -4.60124 -0.79543
H 2.73931 -6.96891 -2.45656
H 1.33731 -4.97704 -2.92670
H 5.40315 -2.16104 -0.45107
H 6.25665 -0.60643 -1.58988
H 7.32229 1.59263 -1.70990
H 6.04640 3.63618 -1.18112
H 3.87136 4.69099 -0.50934
H 1.47864 4.37815 0.10045
H 0.52673 2.10200 0.11134
H 5.50259 -4.51739 -0.25095
O 4.02565 -2.84303 1.93929
C 3.20020 -3.90839 2.41105
C 2.06099 -3.41193 3.28261
C 1.11752 -2.44514 2.56117
C 0.23526 -3.09476 1.52689
C -0.62164 -4.12872 1.89975
C -1.49046 -4.67912 0.98019
C -1.50304 -4.17355 -0.31398
C -0.63105 -3.15629 -0.62593
N 0.22787 -2.63609 0.26641
H 4.51419 -2.48219 2.68833
H 3.79865 -4.64186 2.95617
H 2.80904 -4.40417 1.51802
H 2.47576 -2.91270 4.16163
H 1.50593 -4.27309 3.66136
H 1.69866 -1.63965 2.10196
H 0.45741 -1.98998 3.30451
H -0.60490 -4.48489 2.92065
H -2.15637 -5.48260 1.26603
H -2.17247 -4.56125 -1.06860
H -0.58888 -2.74082 -1.62303
Cl 0.35015 5.92721 -2.36252
C -0.94797 4.86285 -1.96309
C -1.42126 4.80532 -0.65965
C -2.48047 3.96361 -0.36069
C -3.08682 3.18363 -1.34068
C -4.24393 2.26658 -1.00564
C -3.83545 0.78622 -0.95754
N -2.60426 0.52412 -0.22573
C -2.41420 0.51425 1.13494
C -1.10240 0.20695 1.33357
N -0.48970 0.03878 0.11309
C -1.42164 0.23164 -0.79879
O -4.84268 2.66042 0.23619
C -6.21386 2.95871 0.11887
C -6.67437 3.73082 1.31053
C -7.94252 4.39407 1.35211
Cl -9.04563 4.41791 0.11738
S -8.24871 5.19752 2.84605
C -6.73136 4.67815 3.41422
C -6.00344 3.90796 2.49643
C -2.58125 3.26069 -2.63479
Cl -3.30248 2.32905 -3.91201
C -1.52008 4.08988 -2.95942
H -0.98867 5.44016 0.10330
H -2.86300 3.93089 0.64904
H -4.99481 2.34006 -1.79716
H -3.67181 0.44700 -1.97856
H -4.64403 0.19150 -0.53310
H -3.21471 0.72019 1.82311
H -0.56499 0.10577 2.26121
H -1.28427 0.18164 -1.86801
H -6.82000 2.04272 0.04946
H -6.41989 3.54481 -0.78498
H -6.41309 4.95101 4.41145
H -5.02230 3.51298 2.70872
H -1.16464 4.14915 -3.97851

ORCA calculation (ωB97M-V with the def2-TZVPD basis set) on a molecular structure, C40H34MoN6S2Sb.

Output
- Net charge: +3
- Orbital gap (spin up / spin down): 6.330 / 6.915 eV
- E_LUMO (spin up / spin down): -0.3505 / -0.3280 Eh
- Multiplicity: 3
- Total energy: -81014.2747 eV
- Relative energy (zero: lowest compared OMol25 entry of this formula, charge and spin): 10.99 kcal per mole

Atoms and positions in Å:
Mo -0.21634 -0.06394 -0.72826
C 0.55318 3.58513 -3.04524
C -0.01761 2.40672 -2.56890
N 0.59218 1.64129 -1.67092
C 1.80961 2.01634 -1.18636
C 2.45119 3.18733 -1.61892
C 1.78102 3.97927 -2.57012
C 3.74476 3.46535 -1.11879
C 4.34666 2.57670 -0.27572
C 3.70372 1.39092 0.13357
C 2.41820 1.11835 -0.28027
N 1.60180 -0.00851 -0.02148
C 2.09809 -1.22183 0.52822
C 3.01321 -1.38149 1.54004
C 3.41799 -2.67582 1.93106
C 2.91513 -3.79072 1.32509
C 1.91862 -3.66066 0.32822
C 1.31526 -4.74763 -0.33411
C 0.32476 -4.51841 -1.25908
C -0.09028 -3.20954 -1.49973
N 0.46459 -2.15683 -0.91058
C 1.49152 -2.37076 -0.03082
H 0.02246 4.16662 -3.78561
H -0.99093 2.08151 -2.90794
H 2.24785 4.88859 -2.93506
H 4.25887 4.36489 -1.43843
H 5.34995 2.76737 0.08270
H 4.25876 0.71304 0.75701
H 3.40632 -0.53487 2.08175
H 4.14680 -2.77287 2.72585
H 3.25148 -4.78111 1.61316
H 1.63759 -5.75993 -0.10790
H -0.14941 -5.33316 -1.79098
H -0.89690 -3.01048 -2.19128
S -1.11438 1.40339 0.96788
Sb -3.15510 2.51427 0.61653
C -2.99336 4.33769 1.60705
C -3.83947 5.38350 1.24583
C -3.79106 6.56939 1.96211
C -2.91058 6.69976 3.02946
C -2.07065 5.65053 3.38472
C -2.10627 4.46113 2.67343
C -4.60551 1.27302 1.47321
C -4.26737 0.56831 2.62684
C -5.23797 -0.17815 3.27953
C -6.53385 -0.22638 2.77764
C -6.86976 0.48127 1.62928
C -5.90888 1.24384 0.97842
C -3.62358 2.86163 -1.38788
C -4.25881 1.87496 -2.14000
C -4.57620 2.12387 -3.46854
C -4.26194 3.35272 -4.04054
C -3.63560 4.33762 -3.28532
C -3.31315 4.09543 -1.95652
H -4.53472 5.28607 0.41870
H -4.44303 7.38917 1.68956
H -2.87942 7.62647 3.58976
H -1.38830 5.75932 4.21995
H -1.44320 3.64925 2.95036
H -3.25711 0.60036 3.02245
H -4.98736 -0.71302 4.18830
H -7.29097 -0.80294 3.29485
H -7.88510 0.45797 1.25348
H -6.19088 1.82142 0.10528
H -4.53547 0.92811 -1.68707
H -5.10077 1.37516 -4.05089
H -4.52893 3.55336 -5.07187
H -3.42343 5.30587 -3.72581
H -2.84790 4.87663 -1.36380
C -4.41512 -3.55955 0.41282
C -3.92823 -2.11138 0.51425
C -3.33568 -1.60219 -0.75434
N -2.21054 -0.98669 -0.87045
N -1.87011 -0.60427 -2.15095
C -2.75497 -0.97614 -3.04172
N -2.64564 -0.76634 -4.35269
S -4.11195 -1.78051 -2.30401
H -4.86528 -3.86367 1.35720
H -3.59202 -4.24330 0.19484
H -5.17850 -3.67821 -0.36214
H -3.17244 -1.99430 1.28772
H -4.75405 -1.44889 0.78383
H -1.81796 -0.33213 -4.72869
H -3.33901 -1.09543 -5.00288

ORCA calculation (ωB97M-V with the def2-TZVPD basis set) on 7 unconnected molecules or ions with the total composition C40H34N3O14 in a non-equilibrium geometry.

Output
- Net charge: +1
- Orbital gap: 5.716 eV
- E_LUMO: -0.1990 Eh
- Total energy: -75151.6079 eV

Atoms and positions in Å:
N -1.14846 2.10700 4.90556
C -1.79397 1.27184 5.79457
N -3.13993 1.31327 5.92341
N -1.08778 0.39346 6.57526
C 0.08127 -0.16457 5.83452
C 1.35846 0.71087 5.88214
C 2.43327 0.08678 6.72870
O 3.32789 -0.61010 6.30116
O 2.32528 0.37400 8.07934
H -1.36735 3.05867 5.19214
H -1.53207 2.01697 3.94420
H -3.52348 1.44960 6.84465
H -3.74038 1.09318 5.14810
H -0.72257 0.86660 7.40647
H -0.15699 -0.28275 4.78823
H 0.29412 -1.12014 6.28706
H 1.70073 0.91435 4.87896
H 1.13566 1.67431 6.32370
H 2.84267 1.16591 8.24949
C -2.88116 3.23214 -0.54277
C -1.96409 3.03586 0.40064
C -2.03133 1.86560 1.29792
O -1.18145 1.68820 2.16238
C -3.14798 0.91170 1.11617
C -4.06979 1.10217 0.17604
C -4.00692 2.28061 -0.72991
O -4.83747 2.45068 -1.58879
H -2.85286 4.08019 -1.21435
H -1.13369 3.71342 0.55398
H -3.16710 0.05644 1.78153
H -4.89501 0.41816 0.01988
C -3.94587 0.34296 -3.98273
C -3.04281 0.87237 -4.80126
C -2.36754 0.04689 -5.82982
O -1.53071 0.52664 -6.56837
C -2.74084 -1.38644 -5.92060
C -3.64543 -1.91406 -5.10047
C -4.31500 -1.08786 -4.06422
O -5.13540 -1.57234 -3.30921
H -4.44507 0.92886 -3.22344
H -2.76033 1.91059 -4.75500
H -2.23563 -1.96837 -6.68093
H -3.93102 -2.95737 -5.14406
C -10.82359 -0.81615 -2.65795
C -10.35492 0.41834 -2.49743
C -8.90327 0.71015 -2.60891
O -8.47460 1.83445 -2.45780
C -7.99575 -0.42528 -2.90857
C -8.46420 -1.65951 -3.06815
C -9.91508 -1.95327 -2.95623
O -10.34308 -3.07661 -3.10196
H -11.87720 -1.05249 -2.58058
H -10.99922 1.26073 -2.27994
H -6.94391 -0.19573 -2.98634
H -7.81620 -2.49923 -3.28514
C 1.28464 2.53689 -2.54781
C 2.58458 2.56392 -2.82460
C 3.09701 2.13612 -4.15384
O 4.28115 2.15871 -4.39903
C 2.10154 1.68177 -5.15635
C 0.79880 1.65450 -4.88061
C 0.29427 2.08126 -3.55416
O -0.89507 2.06066 -3.29345
H 0.88903 2.84357 -1.58693
H 3.32626 2.89407 -2.10790
H 2.49592 1.37555 -6.11680
H 0.05134 1.32181 -5.60081
C 4.68583 -1.74727 2.50799
C 3.58416 -1.17040 2.97843
C 2.74948 -0.29375 2.13135
O 1.74508 0.22587 2.58740
C 3.17378 -0.07291 0.73022
C 4.27381 -0.64803 0.25166
C 5.11617 -1.53139 1.10284
O 6.11531 -2.05282 0.66296
H 5.31299 -2.38932 3.11311
H 3.24014 -1.29989 3.99661
H 2.54562 0.57283 0.12936
H 4.60820 -0.50459 -0.76794
C 8.92291 -3.64288 0.33651
C 9.43393 -2.42770 0.50890
C 10.86518 -2.14835 0.23452
O 11.33104 -1.04101 0.39340
C 11.70522 -3.27679 -0.24066
C 11.19457 -4.49286 -0.41259
C 9.76212 -4.77150 -0.13802
O 9.29492 -5.87809 -0.29618
H 7.88217 -3.86381 0.53077
H 8.83707 -1.59307 0.85269
H 12.74578 -3.05055 -0.43516
H 11.78881 -5.32942 -0.75724

ORCA calculation (ωB97M-V with the def2-TZVPD basis set) on a molecular structure, C40H34OP2Pd in a non-equilibrium geometry.

Output
- Net charge: +2
- Orbital gap (spin up / spin down): 5.299 / 5.367 eV
- E_LUMO (spin up / spin down): -0.3030 / -0.3059 Eh
- Total energy: -66121.6721 eV
- Relative energy (zero: lowest compared OMol25 entry of this formula, charge and spin): 12.97 kcal per mole

Atoms and positions in Å:
Pd -1.17237 0.47778 -0.27282
O -3.65831 0.91779 -0.23389
C -2.95856 0.71239 0.71024
C -3.16874 0.57725 2.16839
C -4.26335 1.14213 2.80762
C -4.36366 0.93442 4.18613
C -3.41826 0.16213 4.85114
C -2.35050 -0.43912 4.18134
C -2.21472 -0.21984 2.82165
P -0.99723 -0.94684 1.67248
C 0.18542 -1.90964 2.61776
C 0.36216 -3.26884 2.35967
C 1.29182 -3.98972 3.09210
C 2.03988 -3.36245 4.07758
C 1.86963 -2.00621 4.33419
C 0.95472 -1.27644 3.59923
C -2.03140 -2.13903 0.74201
C -3.26507 -2.60540 1.18904
C -4.12942 -3.24904 0.31932
C -3.77555 -3.44019 -1.00987
C -2.53156 -3.02223 -1.45836
C -1.66161 -2.37728 -0.58956
H -4.99388 1.73111 2.27385
H -5.18035 1.38368 4.73201
H -3.50998 0.00908 5.91768
H -1.65821 -1.06846 4.72308
H -0.22796 -3.76952 1.60433
H 1.42695 -5.04379 2.89663
H 2.75666 -3.93191 4.65263
H 2.45217 -1.52381 5.10691
H 0.83894 -0.21666 3.79398
H -3.56673 -2.46148 2.21921
H -5.08289 -3.60439 0.68341
H -4.45620 -3.93053 -1.69033
H -2.23063 -3.21145 -2.47932
H -0.65055 -2.13752 -0.92272
C -0.28005 -0.66844 -3.67011
C 1.13421 -0.97568 -3.26237
C 1.83826 -1.91134 -4.01440
C 3.16586 -2.20436 -3.74854
C 3.82796 -1.55195 -2.71690
C 3.14905 -0.62291 -1.95214
C 1.80607 -0.34077 -2.20722
P 0.97224 0.92762 -1.23432
C 2.12952 1.51026 0.02131
C 2.37917 0.55018 1.00885
C 3.23104 0.80717 2.06265
C 3.83367 2.05457 2.15314
C 3.58643 3.00918 1.18342
C 2.74859 2.76696 0.09270
C 2.60720 3.86282 -0.92623
C 0.49666 2.22286 -2.43227
C 1.06966 2.45407 -3.65606
C 0.40614 3.28981 -4.56936
C -0.82871 3.84508 -4.27230
C -1.43000 3.59303 -3.04097
C -0.74662 2.81790 -2.09833
C -1.25760 2.64968 -0.76578
H -0.29422 -0.19162 -4.65172
H -0.80858 -0.00258 -2.98057
H -0.86216 -1.58586 -3.75000
H 1.33385 -2.41097 -4.83154
H 3.68532 -2.93389 -4.35337
H 4.86741 -1.76234 -2.51071
H 3.67247 -0.11821 -1.15033
H 1.91370 -0.42856 0.94785
H 3.42550 0.04268 2.79999
H 4.50244 2.28040 2.97148
H 4.06888 3.97453 1.25564
H 3.22006 4.71124 -0.63088
H 1.58065 4.22141 -1.01985
H 2.93962 3.54801 -1.91432
H 1.99229 1.96723 -3.94694
H 0.85115 3.46078 -5.53992
H -1.33908 4.45826 -5.00031
H -2.39351 4.02211 -2.80402
H -2.28329 2.95484 -0.59172
H -0.57191 2.81080 0.06975

ORCA calculation (ωB97M-V with the def2-TZVPD basis set) on a molecular structure, C40H35AsN4O3SYb in a non-equilibrium geometry.

Output
- Net charge: +1
- Orbital gap (spin up / spin down): 7.716 / 7.714 eV
- E_LUMO (spin up / spin down): -0.1081 / -0.1082 Eh
- Multiplicity: 2
- Total energy: -157352.0931 eV
- Relative energy (zero: lowest compared OMol25 entry of this formula, charge and spin): 0.00 kcal per mole

Atoms and positions in Å:
Yb 2.05347 1.09811 -0.03750
N 3.46207 -1.38836 3.09095
C 3.13416 -0.20018 2.58627
S 4.25056 0.38589 1.32388
N 2.03494 0.34950 3.04875
N 1.60206 1.38607 2.27112
C 0.51469 2.00065 2.56495
C -0.37200 1.66205 3.72048
C 0.11571 1.75510 5.01106
C -0.77104 1.64914 6.08436
C -2.07798 1.32995 5.83590
C -2.54043 1.16771 4.54122
C -1.69240 1.35470 3.44624
C 0.14842 3.12103 1.65638
C -0.82211 4.06106 2.04226
C -1.01537 5.17902 1.25674
C -0.28093 5.30354 0.12310
C 0.65558 4.32416 -0.23422
N 0.87013 3.26855 0.53859
H 4.39608 -1.70517 2.90081
H 2.96334 -1.70951 3.90676
H 1.19229 1.89728 5.16803
H -0.41105 1.84604 7.08453
H -2.72213 1.28565 6.68143
H -3.62310 1.11112 4.35302
H -2.07590 1.35045 2.43133
H -1.34818 3.97641 2.99132
H -1.76519 5.90918 1.59784
H -0.34996 6.19514 -0.53637
H 1.24746 4.46766 -1.11392
C -5.35281 1.26287 -3.00239
O -4.34128 0.98804 -2.05111
C -3.05266 1.25170 -2.33608
C -2.60299 1.91552 -3.51723
C -1.26380 2.24263 -3.65148
C -0.31472 1.88580 -2.66682
C 1.04028 2.22002 -2.86036
C 1.49132 2.93176 -4.10896
O 1.97727 1.96082 -2.05516
C -0.74984 1.12789 -1.50454
O 0.02258 0.74212 -0.52428
C -2.10675 0.82344 -1.41642
H -6.29276 1.04010 -2.48616
H -5.23574 0.70012 -3.92785
H -5.27014 2.34645 -3.21743
H -3.31048 2.26298 -4.27783
H -0.91340 2.82580 -4.49192
H 1.04568 3.89283 -4.25897
H 1.22283 2.34610 -4.97602
H 2.57682 3.04111 -4.08114
H -2.47827 0.25307 -0.59406
C 2.99558 -6.22045 1.03696
C 3.82478 -5.15563 0.72901
C 3.30820 -3.85628 0.60871
C 1.91822 -3.66098 0.61044
C 1.11756 -4.72332 0.98480
C 1.62966 -5.99669 1.18625
As 1.22342 -1.87602 0.14753
C 1.64753 -1.65268 -1.70695
C 2.97845 -1.34220 -2.02397
C 3.31859 -0.91954 -3.27499
C 2.36894 -0.76046 -4.26797
C 1.06352 -1.08494 -3.98387
C 0.68087 -1.56942 -2.71871
C -0.69202 -2.34331 0.16768
C -1.25890 -3.26004 -0.71244
C -2.60785 -3.52216 -0.65808
C -3.37671 -2.92755 0.31635
C -2.79746 -2.08522 1.25886
C -1.45716 -1.74326 1.18765
H 3.40737 -7.18900 1.18654
H 4.88077 -5.29370 0.64628
H 3.95891 -3.06312 0.32849
H 0.05028 -4.55729 1.07439
H 0.90179 -6.79935 1.40612
H 3.78235 -1.35839 -1.26218
H 4.33870 -0.63663 -3.45236
H 2.62729 -0.36970 -5.22840
H 0.27484 -0.95790 -4.71901
H -0.37270 -1.79989 -2.60268
H -0.61200 -3.70266 -1.46234
H -3.04991 -4.23739 -1.32988
H -4.46609 -3.12178 0.27995
H -3.47539 -1.57548 1.95649
H -0.99569 -1.13066 1.96219

> What is the formula in the first record?

C40H34BrCl3N5O3PtS

> What is the net charge in the fifth record?

+1

> Among the records above, which one has the highest total energy?

C40H34OP2Pd